Entry from OMol25: an isolated molecule of C4H9NO2 at a distorted geometry (wB97M-V/def2-TZVPD).

Each atom is followed by the atoms it is bonded to, with distances in Å.
Element x y z (Å)
1 C -0.16855 -1.09515 -1.72034  N2 1.543, H8 1.191, H9 1.099, H10 1.134
2 N 1.27208 -0.79708 -1.25547  C1 1.543, C3 1.458, H11 1.108
3 C 1.13599 -0.69184 0.19262  N2 1.458, C4 1.505, H12 1.095, H13 1.120
4 C 0.49087 0.63885 0.47460  C3 1.505, O5 1.225, O6 1.372
5 O 0.81600 1.75650 0.09129  C4 1.225
6 O -0.61134 0.24181 1.18954  C4 1.372, C7 1.414
7 C -1.33352 1.32124 1.74803  O6 1.414, H14 1.143, H15 1.120, H16 1.121
8 H -0.85791 -1.68066 -0.94499  C1 1.191
9 H 0.01436 -1.74174 -2.58936  C1 1.099
10 H -0.75369 -0.19180 -2.07682  C1 1.134
11 H 1.82551 0.00551 -1.78242  N2 1.108
12 H 2.07940 -0.80903 0.73619  C3 1.095
13 H 0.40456 -1.51321 0.40562  C3 1.120
14 H -2.12775 0.87393 2.43749  C7 1.143
15 H -1.68522 1.83051 0.81500  C7 1.120
16 H -0.50079 1.85216 2.27903  C7 1.121

Computed properties:
E_HOMO, Eh: -0.32330
Molecular weight, g/mol: 103.12
Max |F|, eV/Å: 3.4
LUMO, eV: 0.9
Relative energy (zero: lowest compared OMol25 entry of this formula, charge and spin), kJ/mol: 285.8
DFT total energy, Eh: -362.97666
Structure (SMILES): CNCC(=O)OC